[1]
Computed, not measured: an isolated molecule of C20H19ClN4O5S in a non-equilibrium geometry, with ωB97M-V/def2-TZVPD.

Computed properties:
SMILES string: CC(C)c1nc(CN2C(=O)N(C)[C@]3(C2=O)C(=O)N(CC(=O)O)c2ccc(Cl)cc23)cs1
Gap between HOMO and LUMO, Ha: 0.3238
LUMO energy, eV: 0.15
Highest occupied orbital energy, eV: -8.7
ΔE to the lowest compared entry with this formula, charge and spin, kcal per mole: 76.08

The geometry in ORCA input format:
```
! wB97M-V def2-TZVPD RIJCOSX def2/J DEFGRID3
* xyz 0 1
O -1.630 -0.875 3.355
O 4.912 -0.464 -1.064
O 0.397 -0.566 -0.490
O 2.153 -2.516 1.207
Cl 2.442 4.814 0.638
N -3.822 -0.847 -1.441
O 5.531 -2.626 -0.968
S -3.492 1.543 -2.521
C -0.802 -0.635 2.548
C 5.081 -1.466 -0.456
C 0.283 -0.381 0.664
C 2.414 -1.302 1.385
C -4.206 -0.005 -2.407
C -2.547 1.148 -1.093
C -2.730 -0.197 -0.784
C 4.044 2.959 1.652
C 4.453 1.612 1.755
C 1.751 2.210 1.454
C 2.711 3.243 1.270
C 3.529 0.606 1.670
C 2.200 0.918 1.698
N -0.932 -0.490 1.137
N 3.672 -0.736 1.348
N 0.519 -0.357 2.911
C 1.011 -0.686 4.273
C -2.126 -0.950 0.372
C 4.924 -1.405 1.045
C 1.394 -0.320 1.723
C -4.616 -0.721 -4.736
C -6.286 0.803 -3.628
C -5.283 -0.374 -3.417
H 5.614 -2.613 -1.959
H -1.864 1.850 -0.600
H 4.773 3.726 1.693
H 5.436 1.304 1.700
H 0.739 2.549 1.346
H 1.849 0.057 4.325
H 0.323 -0.322 5.033
H 1.325 -1.713 4.423
H -1.894 -1.898 0.047
H -2.992 -1.070 1.035
H 5.814 -0.934 1.506
H 4.912 -2.403 1.454
H -5.402 -1.016 -5.409
H -4.029 0.128 -5.110
H -4.164 -1.642 -4.435
H -7.111 0.555 -4.290
H -6.675 0.941 -2.662
H -5.846 1.778 -4.077
H -5.756 -1.215 -3.118
*
```

natural (NBO) atomic charge list, values in e, 8 entries: O -0.59; O -0.57; O -0.56; O -0.57; Cl 0.03; N -0.45; O -0.68; S 0.41

---

[2]
Computed, not measured: an isolated molecule of C20H19ClO4, with ωB97M-V/def2-TZVPD.

Computed properties:
SMILES string: CCCc1cc(=O)oc2cc(OCc3cccc(OC)c3)c(Cl)cc12
Gap between HOMO and LUMO, Ha: 0.3138
LUMO energy, eV: 0.09
Highest occupied orbital energy, eV: -8.4

The geometry in ORCA input format:
```
! wB97M-V def2-TZVPD RIJCOSX def2/J DEFGRID3
* xyz 0 1
C -6.119 -0.120 0.141
C -5.350 -0.312 -1.162
H -5.882 -1.040 -1.779
H -5.317 0.622 -1.723
C -3.935 -0.840 -0.927
C -2.964 0.118 -0.298
C -3.198 1.443 -0.163
C -2.258 2.357 0.451
O -2.433 3.541 0.596
O -1.082 1.819 0.912
C -0.803 0.508 0.775
C 0.432 0.089 1.266
C 0.816 -1.238 1.168
C -0.072 -2.138 0.543
C -1.291 -1.730 0.063
C -1.696 -0.393 0.174
H -1.929 -2.458 -0.410
Cl 0.413 -3.787 0.388
O 1.971 -1.756 1.621
C 2.924 -0.890 2.211
C 3.507 0.113 1.244
C 3.649 -0.240 -0.092
C 4.182 0.666 -1.000
C 4.583 1.926 -0.553
C 4.447 2.266 0.776
C 3.905 1.366 1.681
H 3.794 1.638 2.720
H 4.758 3.243 1.113
H 4.996 2.617 -1.269
O 4.353 0.421 -2.326
C 3.960 -0.830 -2.837
H 4.182 -0.796 -3.902
H 2.888 -1.003 -2.697
H 4.524 -1.648 -2.377
H 3.333 -1.224 -0.402
H 2.489 -0.380 3.080
H 3.710 -1.565 2.566
H 1.072 0.836 1.705
H -4.107 1.910 -0.502
H -3.507 -1.157 -1.883
H -4.003 -1.726 -0.291
H -5.609 0.579 0.798
H -6.218 -1.068 0.664
H -7.116 0.264 -0.061
*
```

natural (NBO) atomic charge list, values in e, 8 entries: C -0.61; C -0.39; H 0.21; H 0.20; C -0.45; C 0.11; C -0.35; C 0.74

---

[3]
Computed, not measured: a structure of composition C20H19F7N4O6PPtS4 in a non-equilibrium geometry, with ωB97M-V/def2-TZVPD.

Computed properties:
Gap between HOMO and LUMO (alpha / beta), Ha: 0.1882 / 0.1987
LUMO energy (alpha / beta), eV: -3.28 / -3.28
Expectation value of S²: 0.76
Highest occupied orbital energy (alpha / beta), eV: -8.4 / -8.7
ΔE to the lowest compared entry with this formula, charge and spin, kcal per mole: 5.72

The geometry in ORCA input format:
```
! wB97M-V def2-TZVPD RIJCOSX def2/J DEFGRID3
* xyz 0 2
Pt 0.361 -0.578 -0.633
C 4.469 -1.733 -2.036
C 3.007 -1.620 -1.780
S 2.323 -0.179 -1.430
C 2.135 -2.778 -1.847
C 2.659 -4.129 -2.207
S 0.552 -2.542 -1.549
H 4.934 -0.751 -2.094
H 4.677 -2.289 -2.951
H 4.905 -2.282 -1.196
H 3.423 -4.404 -1.475
H 3.122 -4.122 -3.195
H 1.864 -4.872 -2.191
O 2.446 3.526 0.300
C 1.497 4.360 -0.149
C 1.787 5.724 -0.098
C 0.851 6.645 -0.510
C -0.399 6.239 -0.984
C -0.688 4.898 -1.049
C 0.257 3.931 -0.660
C -0.062 2.516 -0.767
O 0.753 1.646 -0.371
N -1.287 2.220 -1.321
N -1.502 0.940 -1.500
C -2.781 0.607 -1.457
S -3.972 1.652 -0.792
C -5.213 0.329 -0.708
C -5.039 -0.525 -1.946
S -3.273 -0.915 -2.050
H 2.070 2.628 0.334
H 2.748 6.025 0.293
H 1.087 7.700 -0.452
H -1.133 6.972 -1.288
H -1.654 4.557 -1.389
H -6.199 0.787 -0.661
H -5.018 -0.245 0.199
H -5.327 0.016 -2.849
H -5.585 -1.465 -1.884
F -1.142 0.535 1.393
P -1.064 1.604 2.679
F -0.897 0.336 3.684
F -0.964 2.621 3.899
F 0.551 1.621 2.487
F -2.656 1.508 2.810
F -1.205 2.821 1.625
F 3.185 -1.370 1.713
C 2.212 -2.293 1.695
C 0.989 -2.025 2.173
N -0.018 -2.957 2.165
C -1.402 -2.520 2.361
C -2.026 -1.941 1.084
O -3.208 -1.687 1.074
O -1.229 -1.881 0.034
C 0.182 -4.224 1.666
O -0.677 -5.071 1.583
N 1.479 -4.467 1.216
C 2.537 -3.580 1.130
O 3.592 -3.892 0.600
H 0.762 -1.071 2.632
H -1.433 -1.780 3.155
H -2.002 -3.382 2.637
H 1.633 -5.395 0.849
*
```

natural (NBO) atomic charge list, values in e, 8 entries: Pt 0.80; C -0.67; C -0.18; S 0.47; C -0.19; C -0.69; S 0.51; H 0.25

---

[4]
Computed, not measured: a cluster of 2 separate species, C20H19N2O in total in a non-equilibrium geometry, with ωB97M-V/def2-TZVPD.

Computed properties:
Gap between HOMO and LUMO, Ha: 0.2233
LUMO energy, eV: -5.35
Highest occupied orbital energy, eV: -11.4
ΔE to the lowest compared entry with this formula, charge and spin, kcal per mole: 59.23

The geometry in ORCA input format:
```
! wB97M-V def2-TZVPD RIJCOSX def2/J DEFGRID3
* xyz 1 1
C -2.980 -0.668 3.393
C -2.472 0.637 3.242
C -1.091 0.846 3.196
C -0.211 -0.244 3.261
C 1.233 0.039 3.060
N 2.004 -0.993 2.590
N 3.247 -0.613 2.147
O 1.772 1.117 3.262
C -0.709 -1.537 3.445
C -2.090 -1.749 3.510
H -4.067 -0.818 3.409
H -3.145 1.498 3.158
H -0.675 1.852 3.111
H 1.681 -1.936 2.485
H 3.838 -1.348 1.764
H 3.637 0.178 2.702
H -0.034 -2.381 3.572
H -2.498 -2.751 3.649
C 4.144 0.330 0.108
C 3.382 -0.244 -0.945
C 1.957 -0.138 -0.867
C 1.128 -0.714 -1.816
C 1.682 -1.425 -2.896
C 3.076 -1.455 -3.054
C 3.910 -0.830 -2.131
C 5.555 0.349 0.299
C 6.113 1.321 1.183
C 7.485 1.473 1.315
C 8.365 0.682 0.557
C 7.839 -0.282 -0.318
C 6.465 -0.500 -0.395
H 3.583 0.999 0.759
H 1.517 0.448 -0.058
H 0.041 -0.655 -1.706
H 1.035 -1.924 -3.624
H 3.513 -1.998 -3.896
H 4.965 -0.738 -2.369
H 5.434 1.986 1.720
H 7.888 2.185 2.036
H 9.446 0.819 0.644
H 8.519 -0.899 -0.913
H 6.092 -1.319 -1.010
*
```

natural (NBO) atomic charge list, values in e, 8 entries: C -0.18; C -0.20; C -0.17; C -0.18; C 0.64; N -0.45; N -0.63; O -0.62

---

[5]
Computed, not measured: an isolated molecule of C20H19N3O2, with ωB97M-V/def2-TZVPD.

Computed properties:
SMILES string: O=C(c1cc2ccccc2cc1O)N1CCN(c2ccccn2)CC1
Gap between HOMO and LUMO, Ha: 0.3121
LUMO energy, eV: 0.47
Highest occupied orbital energy, eV: -8.0
ΔE to the lowest compared entry with this formula, charge and spin, kcal per mole: 31.89

The geometry in ORCA input format:
```
! wB97M-V def2-TZVPD RIJCOSX def2/J DEFGRID3
* xyz 0 1
O -1.271 -1.002 2.305
C -0.942 -1.271 1.165
N -1.855 -1.720 0.243
C -1.674 -1.565 -1.191
H -0.656 -1.231 -1.393
H -1.848 -2.524 -1.691
C -2.666 -0.497 -1.702
N -2.955 0.442 -0.641
C -1.974 1.367 -0.358
N -0.919 1.368 -1.177
C 0.028 2.272 -1.003
C 0.000 3.229 -0.007
C -1.101 3.242 0.841
C -2.105 2.314 0.669
H -2.976 2.334 1.304
H -1.178 3.978 1.629
H 0.801 3.943 0.101
H 0.854 2.208 -1.700
C -3.736 -0.175 0.414
H -4.796 -0.167 0.135
C -3.250 -1.628 0.630
H -3.336 -1.902 1.682
H -3.817 -2.337 0.022
H -3.609 0.383 1.339
H -3.612 -0.949 -2.011
H -2.230 0.044 -2.540
C 0.475 -1.198 0.710
C 1.176 -0.047 0.969
C 2.508 0.110 0.549
C 3.230 1.300 0.772
C 4.521 1.422 0.343
C 5.147 0.357 -0.326
C 4.475 -0.810 -0.554
C 3.140 -0.968 -0.126
C 2.425 -2.162 -0.335
C 1.120 -2.289 0.072
O 0.485 -3.473 -0.137
H -0.400 -3.445 0.250
H 2.903 -2.999 -0.819
H 4.956 -1.631 -1.066
H 6.170 0.471 -0.657
H 5.070 2.336 0.514
H 2.737 2.112 1.287
H 0.683 0.760 1.491
*
```

natural (NBO) atomic charge list, values in e, 8 entries: O -0.61; C 0.67; N -0.46; C -0.24; H 0.24; H 0.20; C -0.24; N -0.42

---

no.,calculated total energy (a.u.)
1,-2227.1281
2,-1534.6812
3,-4196.6949
4,-957.9748
5,-1088.3173